Record 1
{"formula": "C27H34N6O6S3Zn", "method": "the ωB97M-V functional and the def2-TZVPD basis", "e_above_lowest_kcal_mol": 56.6, "lumo_energy_ev": -2.418, "orbital_gap_ev": 3.9, "homo_ev": -6.29, "spin_multiplicity": 1, "symbols": ["Zn", "N", "C", "C", "C", "C", "C", "C", "S", "N", "C", "C", "C", "C", "C", "C", "N", "H", "H", "H", "H", "H", "H", "H", "H", "H", "C", "C", "C", "O", "C", "O", "O", "H", "H", "H", "H", "H", "H", "H", "C", "N", "C", "C", "S", "N", "C", "C", "H", "H", "H", "H", "H", "H", "H", "H", "H", "H", "H", "H", "N", "C", "C", "C", "C", "C", "C", "S", "O", "O", "O", "H", "H", "H", "H", "H", "H"], "coordinates": [[-0.766, 0.026, -0.862], [1.037, -3.465, 0.722], [0.128, -4.535, 0.969], [0.599, -5.769, 1.456], [-0.288, -6.775, 1.860], [-1.664, -6.482, 1.762], [-2.132, -5.345, 1.168], [-1.267, -4.359, 0.659], [-1.907, -2.914, 0.103], [-0.567, -1.936, -0.155], [0.629, -2.256, 0.210], [1.674, -1.305, -0.213], [3.098, -1.532, -0.239], [3.973, -0.492, -0.423], [3.522, 0.783, -0.699], [2.172, 0.961, -0.761], [1.284, -0.032, -0.525], [1.983, -3.469, 1.116], [1.609, -6.036, 1.494], [0.120, -7.650, 2.269], [-2.339, -7.245, 2.132], [-3.185, -5.130, 1.170], [3.425, -2.562, -0.109], [5.072, -0.563, -0.276], [4.187, 1.531, -0.984], [1.766, 2.005, -1.051], [-2.210, 3.081, 2.005], [-2.136, 2.409, 0.619], [-2.465, 3.420, -0.494], [-0.807, 1.862, 0.405], [-3.086, 1.222, 0.440], [-4.151, 1.360, 0.980], [-2.606, 0.226, -0.266], [-1.688, 4.043, 1.901], [-1.708, 2.512, 2.816], [-3.277, 3.298, 2.173], [-1.900, 4.304, -0.549], [-3.519, 3.700, -0.548], [-2.422, 2.910, -1.504], [-0.274, 2.583, 0.031], [-3.900, 0.129, -2.985], [-3.092, -0.981, -3.497], [-3.713, -2.278, -3.634], [-1.756, -0.851, -3.698], [-0.837, 0.521, -3.169], [-1.113, -1.651, -4.570], [-1.736, -2.195, -5.787], [0.311, -1.919, -4.530], [-4.963, -0.154, -3.027], [-3.632, 0.941, -3.652], [-3.683, 0.390, -1.976], [-4.587, -2.300, -3.011], [-3.043, -3.083, -3.276], [-4.202, -2.505, -4.657], [-2.742, -1.801, -5.946], [-1.729, -3.276, -5.734], [-1.091, -1.835, -6.591], [0.711, -1.478, -3.626], [0.787, -1.531, -5.411], [0.486, -2.986, -4.545], [1.473, 1.476, 3.125], [2.217, 2.576, 3.380], [3.000, 3.218, 2.398], [3.788, 4.310, 2.705], [3.837, 4.800, 4.030], [3.061, 4.200, 5.054], [2.320, 3.066, 4.765], [4.830, 6.215, 4.476], [6.097, 5.829, 5.069], [4.952, 6.827, 3.126], [3.927, 6.834, 5.468], [0.881, 1.125, 3.876], [1.058, 1.226, 2.227], [2.897, 2.845, 1.365], [4.379, 4.802, 1.932], [3.078, 4.651, 6.033], [1.814, 2.456, 5.488]], "atomic_forces_ev_per_a": [[-0.67, 0.84, 0.17], [0.35, 0.96, -0.13], [-0.98, -0.68, -0.48], [-1.92, 0.33, -0.29], [-1.18, 2.74, -0.99], [1.24, -2.04, 0.52], [0.29, 1.22, -0.61], [2.77, -2.45, 2.65], [-1.77, 1.82, -0.83], [0.92, -0.24, 0.34], [-0.19, -0.98, -1.12], [3.15, 2.81, -0.30], [-2.28, -1.28, 0.59], [1.58, 0.40, 0.39], [-0.80, -1.45, -0.04], [-1.93, 1.10, -0.67], [0.21, -0.55, 0.50], [-0.86, -0.33, -0.15], [1.62, 0.31, 0.16], [0.13, -1.17, 0.44], [-0.23, 0.28, -0.02], [-0.38, -0.12, -0.20], [0.30, 0.32, 0.13], [-0.93, -0.61, -0.40], [0.96, 1.35, 0.03], [0.43, -1.99, 0.54], [0.11, 0.21, -0.71], [0.26, 0.54, 0.01], [-1.41, -2.12, -1.81], [0.80, 0.73, -0.54], [1.45, 0.17, 0.33], [-1.26, -0.93, -0.33], [-1.10, 0.06, 0.69], [-0.06, -0.20, 0.27], [-0.62, 0.16, -0.56], [0.53, -0.24, 0.37], [1.05, 1.10, 0.32], [-0.01, 0.10, 0.87], [0.59, 0.27, 0.90], [-0.01, -0.20, 0.38], [-0.26, -0.12, -1.09], [1.55, -0.53, 0.06], [-1.04, -1.08, -1.12], [-0.46, 0.73, -0.80], [-0.23, -0.03, 0.51], [-0.95, -0.73, -0.05], [0.11, 0.58, 0.45], [-0.26, 0.13, 0.50], [0.46, 0.20, -0.35], [-0.59, 0.54, 0.13], [0.39, -0.01, 0.71], [-0.23, 0.08, 0.72], [-0.28, 0.38, -0.57], [1.28, 0.33, 1.28], [0.32, -0.13, 0.11], [-0.17, -0.26, -0.28], [-0.16, -0.28, -0.24], [0.30, -0.02, -0.08], [0.34, 0.52, -0.32], [-0.10, -0.41, 0.16], [-1.84, -2.61, -0.19], [2.03, 2.60, 1.95], [-1.32, -0.86, 0.04], [0.36, 0.56, 1.25], [-0.34, -1.10, -0.14], [0.43, -0.48, -1.36], [-0.03, -0.54, -2.79], [-0.92, 0.93, -0.76], [-0.05, -0.40, -0.28], [0.05, 0.13, 1.62], [0.74, 0.23, -1.01], [0.39, 0.37, -0.24], [0.51, 0.78, 0.31], [0.23, 0.23, 0.36], [-0.14, -0.02, 0.34], [0.09, -0.07, 0.15], [-0.34, 0.13, 0.58]]}



Record 2
{"formula": "C27H35BrF5MoO6PS5Sb", "method": "the ωB97M-V functional and the def2-TZVPD basis", "e_above_lowest_kcal_mol": 15.7, "lumo_energy_ev": [3.670, 3.766], "total_charge": -2, "orbital_gap_ev": [5.7, 6.0], "s_squared": 0.764, "homo_ev": [-2.02, -2.20], "spin_multiplicity": 2, "symbols": ["Mo", "S", "Sb", "S", "S", "C", "C", "C", "C", "C", "C", "C", "Br", "C", "O", "C", "C", "C", "C", "C", "C", "H", "H", "H", "H", "H", "H", "H", "H", "H", "H", "H", "H", "H", "H", "H", "H", "H", "H", "H", "H", "O", "C", "O", "H", "F", "C", "C", "F", "C", "F", "C", "O", "C", "F", "C", "F", "C", "C", "C", "O", "P", "S", "S", "O", "C", "C", "C", "H", "H", "H", "H", "H", "H", "H", "H", "H", "H", "H", "H", "H", "H"], "coordinates": [[-0.848, -1.587, -0.257], [0.154, -6.109, 2.034], [-0.454, -4.944, 0.172], [-2.076, -3.177, 0.885], [1.039, -2.937, -0.029], [0.195, 2.523, 6.924], [-1.017, 1.693, 6.493], [-2.268, 2.566, 6.661], [-1.130, 0.476, 7.423], [-0.891, 1.200, 5.053], [-1.989, 0.667, 4.394], [-1.881, 0.144, 3.121], [-3.503, -0.477, 2.385], [-0.645, 0.104, 2.435], [-0.525, -0.549, 1.277], [0.469, 0.703, 3.064], [0.302, 1.209, 4.356], [1.869, 0.925, 2.467], [2.057, 0.430, 1.043], [2.925, 0.230, 3.341], [2.132, 2.443, 2.438], [0.035, 2.907, 7.934], [0.353, 3.372, 6.255], [1.109, 1.927, 6.939], [-2.306, 2.969, 7.677], [-3.185, 1.999, 6.499], [-2.260, 3.400, 5.957], [-1.224, 0.792, 8.466], [-0.250, -0.162, 7.330], [-2.003, -0.126, 7.165], [-2.961, 0.637, 4.866], [1.170, 1.645, 4.826], [1.903, -0.642, 0.948], [3.081, 0.654, 0.729], [1.382, 0.946, 0.365], [2.742, -0.846, 3.376], [2.950, 0.607, 4.365], [3.915, 0.389, 2.904], [1.378, 2.942, 1.826], [3.115, 2.635, 1.998], [2.114, 2.888, 3.434], [-1.680, 1.814, -0.022], [-2.448, 1.048, -0.580], [-2.371, -0.236, -0.674], [-3.347, 1.434, -1.100], [-4.203, -4.423, -6.122], [-3.523, -3.929, -5.070], [-4.136, -3.064, -4.186], [-5.416, -2.712, -4.392], [-3.447, -2.554, -3.100], [-4.089, -1.732, -2.280], [-2.106, -2.890, -2.878], [-1.395, -2.430, -1.882], [-1.522, -3.802, -3.765], [-0.268, -4.210, -3.554], [-2.212, -4.304, -4.850], [-1.617, -5.170, -5.690], [2.576, 2.749, -4.842], [1.471, 2.251, -3.929], [0.332, 3.244, -3.800], [1.035, 1.006, -4.498], [-0.032, 0.014, -3.780], [-1.875, 0.421, -4.237], [0.505, 0.062, -1.842], [0.373, -1.361, -4.492], [1.684, -1.906, -4.758], [2.668, -1.775, -3.613], [2.214, -1.335, -6.064], [2.979, 3.692, -4.470], [2.185, 2.911, -5.849], [3.386, 2.020, -4.898], [1.877, 2.035, -2.937], [-0.142, 3.402, -4.771], [0.719, 4.196, -3.430], [-0.425, 2.882, -3.105], [1.473, -2.966, -4.901], [2.931, -0.733, -3.426], [3.576, -2.318, -3.887], [2.264, -2.198, -2.693], [2.527, -0.298, -5.940], [1.440, -1.374, -6.830], [3.069, -1.927, -6.401]], "atomic_forces_ev_per_a": [[-0.32, -0.05, 0.45], [-0.01, 0.08, -0.02], [0.10, 0.00, 0.11], [-0.05, -0.11, -0.05], [-0.01, -0.08, -0.14], [0.02, -0.01, 0.00], [0.01, 0.00, -0.01], [0.00, 0.02, 0.01], [-0.02, 0.00, 0.01], [0.00, -0.01, 0.06], [-0.02, -0.03, -0.02], [0.20, 0.11, 0.11], [-0.01, -0.01, -0.17], [0.10, -0.26, -0.03], [-0.06, 0.27, -0.12], [-0.13, 0.07, 0.08], [-0.01, 0.04, -0.09], [0.00, -0.03, 0.04], [0.01, 0.01, -0.08], [0.02, -0.02, 0.00], [0.05, -0.03, 0.03], [0.00, 0.00, 0.00], [-0.01, 0.00, 0.00], [0.00, -0.01, -0.01], [-0.01, 0.00, 0.00], [0.00, 0.00, -0.03], [0.02, 0.00, 0.00], [0.00, 0.00, -0.01], [0.01, 0.01, 0.00], [0.00, 0.00, 0.00], [-0.01, 0.01, 0.00], [0.02, 0.00, 0.00], [0.05, 0.01, 0.01], [0.00, 0.00, -0.02], [-0.04, 0.00, -0.02], [-0.01, 0.00, -0.01], [-0.04, 0.01, 0.02], [0.00, 0.00, 0.00], [0.00, -0.01, 0.00], [-0.01, -0.01, 0.00], [0.01, 0.03, 0.01], [-0.09, -0.07, 0.08], [0.02, 0.09, -0.18], [-0.03, -0.12, 0.20], [0.02, 0.04, 0.05], [0.02, 0.02, 0.02], [-0.07, -0.03, -0.03], [0.01, 0.02, -0.02], [0.03, -0.01, 0.01], [0.05, -0.03, -0.07], [0.00, 0.00, 0.01], [0.03, -0.11, 0.23], [0.03, 0.20, -0.42], [-0.09, 0.02, -0.05], [0.01, 0.07, -0.04], [0.07, -0.03, 0.00], [-0.02, 0.03, 0.02], [0.01, 0.01, -0.02], [-0.02, -0.06, -0.02], [-0.01, 0.01, -0.01], [0.08, 0.11, -0.01], [-0.07, 0.00, 0.15], [-0.03, -0.07, -0.06], [0.30, 0.03, 0.01], [-0.05, -0.06, -0.01], [-0.06, 0.03, 0.01], [0.04, -0.01, -0.03], [0.04, -0.01, -0.04], [0.00, -0.01, 0.02], [0.00, 0.00, 0.00], [0.00, -0.01, 0.00], [0.00, 0.03, 0.01], [0.00, 0.00, 0.00], [0.00, 0.00, 0.00], [0.00, -0.01, 0.01], [-0.02, -0.04, -0.02], [-0.01, 0.00, 0.00], [0.00, -0.02, 0.02], [0.00, 0.01, 0.01], [-0.02, -0.02, 0.01], [0.00, 0.00, 0.00], [0.01, 0.00, 0.01]]}



Record 3
{"formula": "C27H35CdClN4O4P2", "method": "the ωB97M-V functional and the def2-TZVPD basis", "lumo_energy_ev": [-3.204, -3.203], "orbital_gap_ev": [3.7, 3.7], "homo_ev": [-6.91, -6.95], "spin_multiplicity": 1, "symbols": ["Cd", "C", "C", "C", "C", "C", "C", "C", "C", "C", "H", "H", "H", "H", "H", "H", "H", "H", "H", "H", "H", "H", "H", "H", "H", "P", "P", "N", "N", "N", "N", "C", "C", "C", "C", "C", "C", "C", "C", "C", "C", "C", "C", "C", "C", "C", "C", "C", "C", "H", "H", "H", "H", "H", "H", "H", "H", "H", "H", "H", "H", "H", "H", "H", "H", "H", "H", "H", "H", "O", "Cl", "O", "O", "O"], "coordinates": [[-0.108, -2.528, 1.327], [-0.790, 3.289, 4.869], [-0.863, 2.028, 4.360], [-0.676, 1.690, 2.872], [0.643, 0.939, 2.673], [1.908, 1.744, 2.845], [2.132, 3.072, 3.112], [1.153, 4.146, 3.446], [0.521, 4.049, 4.850], [1.338, -2.898, 3.137], [-1.662, 3.805, 5.276], [-0.920, 1.101, 4.942], [-0.729, 2.537, 2.155], [-1.499, 1.009, 2.580], [0.672, 0.083, 3.376], [0.657, 0.428, 1.686], [2.784, 1.110, 2.680], [3.181, 3.390, 3.058], [0.368, 4.224, 2.680], [1.757, 5.063, 3.394], [1.198, 3.529, 5.541], [0.376, 5.053, 5.261], [1.018, -2.892, 4.197], [2.106, -2.116, 3.122], [1.911, -3.834, 3.001], [1.276, -1.393, -1.316], [-2.222, -0.727, -1.334], [2.634, -0.215, -1.597], [2.106, -2.584, -2.448], [-2.318, 0.944, -1.961], [-3.830, -1.113, -2.157], [0.253, -0.644, -2.656], [-1.139, -1.301, -2.730], [3.608, 0.011, -0.621], [4.592, 0.842, -1.145], [4.227, 1.140, -2.492], [3.034, 0.468, -2.749], [2.347, -3.893, -2.031], [2.859, -4.628, -3.104], [2.941, -3.739, -4.223], [2.491, -2.491, -3.789], [-2.312, 2.049, -1.096], [-2.176, 3.214, -1.836], [-2.095, 2.837, -3.210], [-2.191, 1.456, -3.258], [-4.582, -0.526, -3.183], [-5.607, -1.395, -3.576], [-5.492, -2.568, -2.755], [-4.407, -2.367, -1.907], [0.726, -0.727, -3.649], [0.176, 0.433, -2.438], [-1.607, -1.112, -3.711], [-1.071, -2.395, -2.611], [3.489, -0.436, 0.362], [5.481, 1.186, -0.621], [4.769, 1.766, -3.197], [2.439, 0.455, -3.658], [2.126, -4.174, -1.013], [3.132, -5.669, -3.089], [3.276, -3.979, -5.222], [2.420, -1.567, -4.342], [-2.403, 1.893, -0.028], [-2.134, 4.225, -1.440], [-1.979, 3.493, -4.067], [-2.208, 0.811, -4.125], [-4.366, 0.465, -3.548], [-6.341, -1.215, -4.354], [-6.129, -3.445, -2.790], [-3.996, -2.993, -1.132], [-1.166, -2.907, 5.880], [-1.272, -1.692, 5.095], [-2.245, -0.776, 5.683], [0.042, -1.031, 5.081], [-1.633, -2.010, 3.669]], "atomic_forces_ev_per_a": [[0.88, 0.23, 2.36], [0.26, 1.55, 0.52], [-0.19, -1.69, -1.75], [1.11, -0.12, 0.02], [-0.02, -0.41, 0.24], [0.43, 1.38, -0.10], [0.03, -2.75, -0.71], [0.42, 0.68, -0.18], [-0.68, 0.49, -0.84], [1.49, -0.65, 0.28], [0.38, -0.59, 1.29], [-1.41, 0.51, 0.09], [-0.02, -0.24, 0.73], [0.15, 0.22, 0.37], [-0.03, 0.49, -0.13], [0.16, 0.35, -0.17], [0.06, 0.38, 0.03], [-0.35, -0.24, 0.25], [0.22, 0.10, 0.30], [-0.44, 0.03, 0.02], [-0.02, 0.08, -0.18], [-0.06, -0.06, -0.12], [-1.06, 0.05, -1.09], [-0.43, 0.26, -0.64], [-0.61, 0.21, -0.50], [3.73, 0.89, -4.62], [-2.54, 1.89, -3.92], [-0.20, -0.02, 1.48], [-0.76, -0.85, 1.09], [0.58, 0.74, 1.16], [0.01, -1.46, 0.91], [-0.95, 0.10, 0.21], [0.16, -0.38, 0.25], [0.28, 0.50, -0.53], [-0.61, -0.61, 0.38], [-1.03, -0.83, 0.14], [0.32, 0.49, 0.17], [0.26, -0.24, -1.30], [-0.52, 1.01, 0.71], [-0.55, 0.93, 1.20], [-0.09, -0.93, 0.05], [0.20, 0.36, -0.65], [-0.07, -0.72, 0.52], [-0.12, -1.03, 0.33], [0.29, 0.36, 0.04], [-0.44, -0.62, -0.17], [1.38, 0.20, 1.08], [0.89, 0.56, 0.32], [-0.61, 0.44, -0.82], [-0.01, -0.12, 0.72], [-0.11, -0.24, -0.02], [0.03, -0.11, 0.61], [0.09, 0.13, -0.24], [0.15, 0.18, -0.23], [-0.35, -0.11, -0.13], [-0.22, -0.24, 0.20], [0.26, 0.10, 0.41], [0.09, -0.11, -0.03], [0.01, 0.01, 0.07], [0.03, 0.11, 0.14], [0.07, -0.21, 0.10], [0.04, 0.09, -0.14], [-0.05, -0.35, -0.05], [-0.10, -0.22, 0.22], [0.07, 0.12, 0.18], [-0.01, -0.11, 0.12], [0.20, 0.08, 0.25], [0.18, 0.19, 0.09], [-0.07, -0.10, 0.04], [-0.34, 0.57, -0.94], [0.27, 0.71, 0.41], [0.69, -1.19, -0.99], [-0.91, -0.46, -0.04], [0.09, 0.24, 1.15]]}



no.,DFT total energy (Eh)
1,-4803.086327
2,-7215.687904
3,-2879.880544